[1]
An isolated ion of composition C2H2NOS2 and charge -1 at a distorted geometry. Source: the OMol25 dataset; level of theory: the ωB97M-V functional and the def2-TZVPD basis.

Geometry as XYZ:
```
8
Properties=species:S:1:pos:R:3:forces:R:3
H 1.4368 0.2833 -0.1270 0.9 3.4 1.4
H -2.1849 1.4149 0.0582 -0.8 0.6 0.3
N 0.0657 -0.9542 -0.7303 -1.0 -1.0 -0.8
S -0.9253 1.6748 -0.2210 0.6 -1.2 -0.4
C -0.9752 -0.2270 -0.4790 0.8 -0.2 0.6
O 2.2745 -1.4150 -0.6099 1.0 -0.6 -0.3
C 1.3345 -0.6635 -0.4951 -0.6 -1.3 -0.6
S -2.4280 -0.9801 -0.1516 -0.9 0.4 -0.2
```
Forces are in eV/Å.

Computed properties:
E_tot ... -1003.82420 hartree
E_LUMO ... 3.29 eV
SMILES string ... [O-]/C=N/C(=S)S
Gap between HOMO and LUMO ... 7.373 eV
Net charge ... -1
ΔE to the lowest compared entry with this formula, charge and spin ... 69.8 kJ/mol

[2]
C36H52CdN3OP2 as an isolated structure at a distorted geometry. Source: the OMol25 dataset; level of theory: the ωB97M-V functional and the def2-TZVPD basis.

Geometry as XYZ:
```
95
Properties=species:S:1:pos:R:3:forces:R:3
H 0.9922 -3.2173 -0.0241 0.2 -0.1 -0.2
H 5.0294 1.2529 -2.6298 -0.2 -0.1 -0.1
H 1.0339 4.3882 -5.5092 0.0 -0.2 -0.1
C -4.9884 0.2201 1.6139 -0.3 0.0 0.4
H 5.7534 0.8321 -0.4758 -0.2 -0.2 0.1
H -3.3534 1.2290 -3.4495 0.2 0.0 0.2
H 2.0741 -1.0732 -3.3020 -0.3 -0.1 0.1
H 4.2977 -0.2876 -3.1072 0.0 0.3 0.1
C -3.1907 1.9002 2.2285 -0.2 -0.1 0.2
H 5.4449 -0.8919 -0.7438 -0.1 0.2 0.2
H 0.7146 3.2336 -3.3134 0.2 -0.2 -0.4
H -5.3633 1.5072 -0.5554 0.2 -0.1 -0.2
C 1.2429 1.1378 -6.5437 -0.1 0.3 0.3
C -1.9607 -1.9713 -1.5280 0.5 -0.4 0.0
H -2.1862 0.1009 -2.7494 -0.1 0.1 -0.1
C 1.0569 3.3013 -5.4657 -0.2 -0.5 0.1
H 3.0534 -1.7208 1.5446 0.1 -0.1 -0.2
C -2.3075 -2.9186 -2.4948 -0.3 0.4 0.2
C -0.1577 -2.5573 -3.5227 -0.2 0.0 0.0
H -3.3973 -0.3258 3.7157 0.1 -0.1 -0.3
H -0.9103 -4.5086 3.0795 0.2 0.3 0.1
C 0.9537 1.2708 -4.1271 0.1 -0.2 -0.2
H 1.3259 3.0280 -7.5956 0.0 -0.1 0.2
H -3.1038 -2.1019 0.2967 -0.1 0.3 -0.2
C 0.8581 0.7012 -2.7246 -0.2 0.4 0.9
H 3.8396 -3.8311 -2.0231 0.1 0.2 0.1
C -0.3997 -3.5444 3.1133 0.1 0.0 -0.1
C 1.2250 2.5380 -6.6304 -0.1 -0.3 0.5
H -3.4817 1.9544 3.2900 0.1 0.0 -0.3
H -3.7809 2.6494 1.6853 0.3 -0.3 0.3
C 3.0013 -2.4813 -0.5439 0.0 0.2 -0.1
C 1.1193 0.5055 -5.2975 0.0 0.5 0.1
C 1.8609 -3.5211 -0.6231 0.0 0.0 0.1
C 0.2840 -3.1096 4.2505 0.1 0.3 -0.2
C 1.3839 -0.7884 -2.4989 0.1 -0.1 0.1
H -2.1221 2.1587 2.1557 -0.4 -0.1 0.0
H 4.8224 -0.0777 0.7282 0.1 0.0 -0.2
H 3.3321 -3.4512 1.3805 0.2 0.2 -0.1
Cd -0.0119 0.2361 0.1388 0.3 -0.1 -0.9
H -3.0985 -1.5615 2.4746 0.0 0.2 0.1
C 5.0087 0.0314 -0.3472 0.1 0.0 0.0
P 2.3094 -0.7653 -0.8468 -0.3 0.3 -0.1
C 0.8656 -1.1052 3.0348 -0.7 -0.9 -0.1
H -1.9016 2.9900 -0.7650 -0.2 0.0 -0.1
H -5.0732 0.1434 -1.6633 0.0 0.2 0.0
C 3.2953 1.8011 -0.4795 0.0 0.1 -0.3
C 0.3021 2.1345 1.7578 1.4 2.2 2.2
C 3.7455 0.4632 -1.1028 -0.3 -0.1 0.0
H 4.2325 -2.1533 -2.3937 -0.1 -0.2 0.3
C -3.4752 0.4711 1.7200 -0.2 0.1 -0.4
C -2.9045 -0.5176 2.7494 0.2 0.0 -0.1
C -0.4235 -2.7315 1.9823 0.2 0.7 0.3
C -2.6074 1.1046 -2.6499 0.1 -0.1 -0.1
C 4.0954 -2.8632 -1.5676 0.1 -0.6 -0.1
H -3.2917 -3.3866 -2.4340 0.3 0.2 -0.3
C 3.5415 -2.4776 0.9154 0.0 -0.2 0.0
H -0.9434 -3.0713 1.0742 0.2 0.4 0.4
H 1.5367 -3.7058 -1.6574 0.1 0.1 0.4
P -2.5760 0.2636 0.0681 -0.2 0.3 0.1
H 3.3286 1.2167 -3.1273 0.2 -0.2 0.1
N -0.7007 -1.5071 -1.4521 -0.6 0.4 -0.7
H 1.1340 -0.5818 -5.2442 0.0 0.2 0.0
N 0.1618 -1.5081 1.9507 0.3 -0.5 0.6
N 0.4017 1.3951 -1.7681 0.2 -0.8 -0.4
C 0.1524 -1.6835 -2.4821 0.2 -0.1 0.3
H 1.5097 -1.4900 5.0396 -0.1 -0.1 0.0
H -1.7844 1.8080 -2.8240 -0.2 -0.2 0.1
H -1.8262 -0.3940 2.8951 -0.2 0.0 0.0
H 5.0577 -2.9996 -1.0584 -0.1 0.1 -0.3
C -3.2857 1.3819 -1.2846 0.0 0.0 0.4
H 4.1086 2.5328 -0.6065 -0.2 -0.1 0.1
O 0.7027 2.9008 2.5086 -1.1 -2.0 -2.0
H -5.5403 1.1324 1.3566 0.1 -0.3 0.0
H 1.3356 0.5446 -7.4517 0.0 0.1 0.2
H 2.3896 2.1956 -0.9566 0.2 -0.1 0.1
C 0.8912 2.6644 -4.2309 0.1 0.2 -0.4
C -1.3992 -3.1992 -3.5097 0.5 0.0 0.1
C -2.9779 2.8407 -0.9182 -0.2 0.1 -0.1
C 0.9390 -1.8753 4.2031 -0.1 0.1 -0.5
H -5.3555 -0.1013 2.6008 0.0 0.1 -0.2
H 0.5833 -2.7298 -4.3071 -0.4 0.1 0.1
H -5.1333 1.7919 -2.2757 0.0 -0.1 0.1
C 4.1026 0.6588 -2.5854 0.1 0.2 0.0
H -3.9819 -1.3605 -1.0606 0.4 -0.2 0.2
H 2.2359 -4.4722 -0.2074 -0.1 0.3 -0.2
H 4.6242 -2.3081 0.9456 -0.3 0.0 0.1
H 3.0991 1.6816 0.5954 0.1 0.0 -0.2
H 0.3149 -3.7196 5.1555 0.0 0.2 -0.3
H -1.6446 -3.9003 -4.3014 0.0 0.0 0.1
H -5.2529 -0.5752 0.9033 0.1 0.2 0.2
C -4.7975 1.1779 -1.4313 -0.2 0.3 -0.1
C -3.0031 -1.4096 -0.5583 0.1 -0.7 0.2
H -3.2886 3.4622 -1.7682 0.1 0.0 0.2
H -3.5241 3.1877 -0.0368 0.1 0.0 -0.3
H 1.3818 -0.1424 2.9689 -0.2 -0.3 0.0
```
Forces are in eV/Å.

Computed properties:
E_tot ... -2492.72626 hartree
E_LUMO ... -2.37 eV
Gap between HOMO and LUMO ... 7.146 eV
Net charge ... +1
ΔE to the lowest compared entry with this formula, charge and spin ... 0.0 kJ/mol

[3]
C37H37AgN3O6S3 as an isolated structure. Source: the OMol25 dataset; level of theory: the ωB97M-V functional and the def2-TZVPD basis.

Geometry as XYZ:
```
87
Properties=species:S:1:pos:R:3:forces:R:3
H 2.0756 0.4501 -3.9172 0.0 0.0 0.0
H -4.4192 1.2663 2.4974 0.0 0.0 0.0
C -3.9887 2.0177 -0.7688 0.2 0.0 0.1
H -0.5390 0.3704 2.6901 0.0 0.0 0.0
C -0.4761 1.3638 2.2643 0.0 -0.1 0.0
H 3.2356 3.9605 -1.2897 0.0 0.0 0.0
C 2.6787 3.6288 -0.4097 0.0 0.0 0.1
C 4.8062 -0.8342 0.8033 0.0 0.0 0.1
H -5.2356 3.2924 -1.9278 0.0 0.0 0.0
C 2.3136 -0.5957 -3.7479 0.0 0.0 -0.1
C -5.9213 3.1248 0.1138 -0.1 0.0 0.0
H 4.6108 -2.9831 -4.3597 0.0 0.0 0.0
C 3.4786 -1.1562 -4.2604 0.0 0.0 0.0
C 2.8069 -3.2009 -3.2262 -0.1 0.0 0.0
H -6.1725 -2.0023 1.9793 0.0 0.0 0.0
H 2.4445 4.5235 0.1730 0.0 0.0 0.0
C 4.6515 1.9596 -0.3340 0.1 0.0 0.0
C 5.0637 -0.7860 3.1810 -0.1 0.0 0.0
H -2.9741 -4.9509 -0.3539 0.0 0.0 0.0
H -0.1053 -5.2202 -2.4725 0.0 0.0 0.0
C -2.0419 -2.3961 -0.0889 -0.3 0.0 0.2
C -0.4222 3.8762 1.0752 0.0 0.0 0.0
Ag -0.3239 -0.1608 -1.3025 -0.2 0.0 -0.3
C 4.2948 0.8404 -1.2978 0.1 0.0 0.0
C -4.6050 1.7191 1.5288 0.0 0.0 0.0
C 3.4890 2.6148 0.4114 0.0 0.2 0.1
C -3.6789 -4.3212 0.1705 0.0 0.0 0.0
N -0.3459 -2.5309 -1.5370 -0.3 -0.1 0.5
H 5.3717 1.5827 0.3972 0.0 0.0 0.0
C 0.6101 -4.7538 -1.7899 0.0 -0.1 0.0
H 5.1886 2.7286 -0.9011 0.0 0.0 0.0
H -1.6816 4.5002 2.6904 0.0 0.0 0.0
H 2.9910 -4.2393 -2.9969 0.0 0.0 0.0
N -1.4119 -3.1566 -0.9794 0.5 -0.1 -0.2
O -1.5490 2.1638 -1.5362 0.0 0.1 -0.1
C -5.7027 2.5610 1.3655 0.0 0.0 0.0
C 0.2656 2.8124 0.5158 0.1 -0.2 0.0
C 0.6105 -3.2678 -1.9664 0.0 0.3 -0.5
H 0.7797 0.7311 0.6313 0.0 0.0 0.0
C -5.4725 -2.6624 1.4812 0.0 0.0 0.0
H -6.3401 2.2851 3.4002 0.0 0.0 0.0
C -4.2542 -2.1649 1.0434 0.0 0.0 0.0
C 0.2500 1.5548 1.0962 -0.1 0.1 0.0
O 2.3482 -0.6088 -0.0991 0.1 0.0 0.3
C 4.2450 -0.6995 2.0616 0.0 0.0 0.0
H -5.1301 -5.8678 0.4547 0.0 0.0 0.0
C 6.4231 -1.0112 3.0362 0.1 0.0 0.0
H 5.1529 0.5676 -1.9186 0.0 0.0 0.0
H -6.6114 3.9148 2.7819 0.0 0.0 0.0
H -1.7403 2.2661 3.7407 0.0 0.0 0.0
H 0.2724 -5.0005 -0.7836 0.0 0.0 0.0
H 3.9122 3.1508 1.2659 0.0 0.0 0.0
H 6.5891 -1.1978 -0.3428 0.0 0.0 0.0
C 6.9732 -1.1575 1.7670 0.0 0.0 0.1
H -7.6603 2.5966 2.2763 0.0 0.0 0.0
C -3.3500 -2.9847 0.3787 0.0 0.0 0.0
C 3.7187 -2.4931 -3.9874 0.0 0.0 0.0
H -6.7723 3.7821 -0.0328 0.0 0.0 0.0
H 7.0563 -1.0810 3.9112 0.0 0.0 0.0
S -2.8269 1.6694 -2.0748 0.1 -0.1 0.0
H 3.4708 1.1100 -1.9585 -0.1 0.0 0.0
C -1.1529 2.4250 2.8449 0.0 0.0 0.0
C -4.8895 -4.8242 0.6208 0.0 0.0 0.0
H -0.4562 4.8315 0.5662 0.0 0.0 0.0
H -3.9927 -1.1278 1.2002 0.0 0.0 0.0
C -5.7929 -3.9968 1.2749 0.0 0.0 0.0
C -3.7480 1.4483 0.4738 -0.1 0.0 0.0
S 3.7262 -0.7577 -0.6240 -0.1 -0.1 -0.2
H 1.5860 -5.2011 -1.9608 0.0 0.0 0.0
H 4.1590 -0.5600 -4.8537 0.0 0.0 0.0
C 6.1642 -1.0748 0.6467 0.0 0.0 0.0
O -2.7969 0.2166 -2.1828 -0.1 0.0 -0.1
N 1.4267 -1.2689 -3.0357 0.1 0.0 0.0
H 4.6311 -0.6796 4.1677 0.0 0.0 0.0
H -6.7420 -4.3912 1.6178 0.0 0.0 0.0
O 1.3755 1.7366 -1.6752 0.1 -0.1 0.0
H 8.0336 -1.3426 1.6534 0.0 0.0 0.0
O -3.3092 2.3808 -3.2413 0.0 0.1 0.0
H -2.9008 0.7829 0.5980 0.0 0.0 0.0
S 1.0756 3.0668 -1.0647 0.0 0.1 0.0
O -1.6677 -1.3178 0.4194 0.1 0.1 0.0
H 2.8358 1.8539 0.8320 -0.1 -0.1 0.0
C 1.6508 -2.5613 -2.7613 -0.1 -0.2 0.1
C -5.0713 2.8582 -0.9508 0.0 0.0 0.0
C -6.6269 2.8554 2.5165 0.0 0.0 0.0
C -1.1210 3.6819 2.2566 0.0 0.0 0.0
H 3.1776 -0.5340 2.1391 0.0 0.0 0.0
```
Forces are in eV/Å.

Computed properties:
E_tot ... -3389.42450 hartree
E_LUMO ... 1.99 eV
Gap between HOMO and LUMO ... 6.484 eV
Net charge ... -1
ΔE to the lowest compared entry with this formula, charge and spin ... 22.8 kJ/mol

[4]
C19H27NO2 in the gas phase at a distorted geometry. Source: the OMol25 dataset; level of theory: the ωB97M-V functional and the def2-TZVPD basis.

Geometry as XYZ:
```
49
Properties=species:S:1:pos:R:3:forces:R:3
C 0.3865 1.1886 0.4851 -1.1 -0.1 0.1
C -5.3745 -1.9297 -0.1168 -0.3 0.3 0.3
H 5.6149 0.4075 3.3067 -0.1 0.2 -0.2
H -6.3582 0.3042 -1.4412 0.3 0.0 -0.1
H -6.0160 -2.0709 -2.1395 -0.1 -0.1 -0.2
C 2.7006 -0.5546 0.5329 -0.5 0.7 -0.2
C 4.5372 0.3001 3.2701 -1.0 -0.6 0.3
H 1.6182 -0.5380 -2.6014 -0.3 0.5 0.0
C 3.6191 -0.8433 -1.8422 -0.3 0.2 -0.1
O 1.6124 -1.9611 -1.0866 -0.7 -0.4 -0.3
H -1.0093 -1.3214 -1.3234 -0.1 0.2 -0.1
H 2.7866 1.1906 4.3925 0.3 0.0 -0.5
H -4.2742 0.7090 -0.2373 0.1 0.0 0.2
C 2.2248 -1.3473 -2.2239 0.7 0.3 0.8
H -0.5707 3.0979 0.8971 0.0 -0.5 -0.3
H 4.2013 -0.7124 3.5585 0.2 0.6 -0.4
C 3.4774 0.0941 -0.6405 -0.8 0.6 0.0
H 4.2897 -1.6962 -1.6329 -0.3 0.3 0.1
C 3.6552 1.4275 3.7664 0.8 0.6 -0.1
H 2.3042 -2.0621 -3.0284 -0.2 -0.6 0.0
C -4.2722 0.7924 -1.3244 0.0 0.1 0.0
H 4.4766 0.4155 -0.3336 -0.2 0.1 0.2
C -5.4065 -0.0391 -1.8750 0.1 -0.7 -0.8
H 1.3684 2.2773 1.9180 0.1 -0.6 -0.5
O -3.0285 0.3153 -1.8406 0.4 -0.1 0.4
H 4.0644 -0.2829 -2.6761 -0.1 -0.2 0.1
H 3.2946 -1.3832 0.9232 -0.1 0.0 0.1
H 4.1929 2.3305 4.1065 -0.4 -0.5 -0.3
H 4.2651 1.7503 1.6219 -0.4 -0.1 0.2
C -0.6564 2.1272 0.3844 -0.4 -0.1 -1.0
H -4.5340 -1.5952 0.5196 -0.3 0.0 -0.4
C 1.3430 -1.1357 0.0543 0.8 0.3 -0.6
H -5.3831 -3.0260 -0.0665 -0.2 0.2 0.2
C -0.9065 -0.3275 -0.8948 0.3 0.0 0.3
H -5.4788 0.0494 -2.9771 0.1 0.4 0.5
H -2.5024 2.6603 -0.5725 0.0 -0.2 0.0
C -1.9169 0.6213 -1.0688 0.4 0.5 0.3
H -6.3104 -1.5058 0.3279 0.6 -0.5 -0.3
H -4.2478 -1.9277 -1.9251 -0.8 0.5 -0.1
C 3.6952 1.0858 2.2739 -0.8 -0.7 0.6
H 2.8900 1.0146 -0.9450 0.7 -0.8 0.2
H -4.3988 1.8472 -1.5749 -0.1 0.1 -0.1
H 0.9684 -1.8224 0.8111 0.1 -0.2 0.0
C -5.2425 -1.5383 -1.5964 0.7 -0.2 0.7
C 2.4029 0.4305 1.6762 1.0 1.0 0.3
C 0.2603 -0.0665 -0.1397 -0.4 0.4 -0.6
H 1.9286 -0.1289 2.4880 0.1 -0.2 0.2
C -1.7594 1.8775 -0.4465 0.4 -0.3 0.4
N 1.4686 1.5016 1.2566 1.7 -0.1 0.7
```
Forces are in eV/Å.

Computed properties:
E_tot ... -945.38369 hartree
E_LUMO ... 0.86 eV
SMILES string ... CCCCOc1ccc2c(c1)[C@H]1OCCC[C@H]1[C@@H](C1CC1)N2
Gap between HOMO and LUMO ... 8.183 eV
ΔE to the lowest compared entry with this formula, charge and spin ... 211.3 kJ/mol

[5]
C27H33N5O4S in the gas phase. Source: the OMol25 dataset; level of theory: the ωB97M-V functional and the def2-TZVPD basis.

Geometry as XYZ:
```
70
Properties=species:S:1:pos:R:3:forces:R:3
C -3.9349 -2.3738 2.2607 0.0 0.1 -0.2
H -2.8694 -2.4066 2.5222 -0.1 0.0 0.0
N -0.4917 0.1442 2.5480 0.3 -0.1 0.3
C -1.6009 4.4380 -1.1482 0.0 0.0 0.2
H 1.8688 0.9297 -2.7274 -0.1 0.1 -0.1
H 6.3740 -0.3789 1.2043 0.0 0.0 0.1
H -3.5677 -3.7241 0.6084 -0.1 0.0 -0.1
H -2.8247 3.4334 0.9640 0.1 0.0 0.0
H 0.8151 2.6818 0.4283 0.1 -0.1 0.1
O -4.6722 -3.1455 3.1800 -0.2 0.0 0.1
H -4.3414 -5.0770 2.4795 0.0 0.0 0.0
C 6.0816 0.1782 -0.8771 0.2 0.0 0.0
N -0.1118 -1.9080 -0.9178 0.2 0.1 0.2
H -3.1055 -4.4355 3.5920 0.0 0.0 0.0
C -4.1336 -2.8139 0.8057 0.1 0.2 0.3
C 6.7698 -0.6330 0.2238 -0.2 0.1 -0.2
O -0.5105 -2.0333 1.9322 0.0 -0.2 0.2
H 2.0691 3.3651 -1.5661 0.1 0.0 0.0
C -2.0312 0.8593 0.4511 -0.2 -0.7 0.0
H 0.1100 -0.1066 3.3246 -0.1 0.1 -0.1
C 1.8182 -0.5077 -1.1540 0.4 0.1 0.1
N -1.5604 1.8031 1.3250 -0.1 0.2 -0.1
H 6.6530 -1.7011 0.0558 0.0 -0.1 0.0
O -0.3881 0.2470 -1.5893 0.3 -0.1 -0.3
C 2.5679 -1.1839 -0.1977 -0.2 0.1 -0.1
C -3.7209 -1.7447 -0.2076 -0.5 -0.5 0.1
O -0.3367 2.3070 3.1794 0.2 0.2 0.2
H 4.4756 -1.5002 0.6600 0.1 0.0 0.1
S -1.8979 -3.7103 -1.5516 0.0 -0.4 -0.2
H 7.7903 -0.0413 -2.1871 0.1 0.0 0.0
C 1.0388 3.6668 -1.4544 0.0 0.0 0.1
H 7.3848 1.8668 -0.5113 0.1 0.0 0.0
C -0.9933 3.6613 -0.1693 0.0 0.1 0.0
C -0.8918 4.8273 -2.2718 0.0 0.0 -0.1
C 3.9301 -0.9649 -0.0993 0.2 0.0 0.0
H 7.8345 -0.4093 0.2248 0.1 0.0 0.0
C 6.3185 1.6686 -0.5936 0.0 -0.2 0.0
C -1.7929 -0.4782 0.6786 0.0 0.1 0.1
H 6.5331 -1.2549 -2.4390 0.0 -0.1 -0.1
H 5.8415 1.9549 0.3415 0.0 0.1 0.1
C 2.4583 0.3973 -1.9958 -0.1 -0.1 0.0
C 0.4269 4.4380 -2.4285 0.0 0.1 -0.1
H -4.2446 -0.8101 0.0043 0.0 0.0 0.0
C 0.3507 -0.6609 -1.2505 -0.3 0.0 -0.1
C -1.4477 -2.2967 -0.8430 -0.2 -0.1 -0.4
C -0.9090 -0.9021 1.7274 -0.2 0.3 -0.1
N -2.8007 1.2672 -0.5946 0.0 0.1 0.2
H -2.6303 4.7485 -1.0272 -0.1 0.0 0.0
H -4.3053 -1.3518 2.3930 0.1 0.0 0.0
H -3.9881 -2.0956 -1.2088 0.0 0.1 0.1
H 0.5444 -2.6770 -0.9383 -0.2 0.1 0.0
H -4.7241 -4.8699 4.2051 0.1 -0.1 0.0
H -1.3712 3.7426 1.9412 -0.2 -0.1 -0.2
C -4.1773 -4.4505 3.3625 0.0 0.0 0.0
H 2.0850 -1.8572 0.4963 -0.1 -0.1 0.1
H 6.3084 0.3873 -3.0374 0.0 0.1 -0.1
C -1.7558 3.2224 1.0575 0.1 0.3 0.1
H -5.1935 -3.0286 0.6544 -0.1 0.0 0.0
H -2.8183 0.5929 -1.3484 0.1 0.0 0.0
H 4.2882 1.2955 -2.5733 0.1 0.1 -0.1
N -2.2952 -1.4590 -0.2164 0.5 0.3 0.1
C -0.7635 1.4750 2.4131 0.0 -0.2 0.1
C 0.3332 3.2801 -0.3308 -0.1 0.1 0.0
H -2.6312 2.2059 -0.9261 0.0 -0.1 0.0
H -1.3731 5.4314 -3.0263 0.0 0.0 -0.1
C 4.5859 -0.0794 -0.9488 -0.1 -0.1 0.1
H 5.9182 2.2941 -1.3866 0.0 0.1 -0.1
C 6.7155 -0.2044 -2.2223 -0.1 0.0 0.2
C 3.8188 0.5967 -1.8975 -0.1 0.0 0.0
H 0.9771 4.7377 -3.3077 0.0 0.0 -0.1
```
Forces are in eV/Å.

Computed properties:
E_tot ... -2021.69191 hartree
E_LUMO ... 0.22 eV
SMILES string ... COCCCN(C(=S)NC(=O)c1ccc(C(C)(C)C)cc1)c1c(N)n(Cc2ccccc2)c(=O)[nH]c1=O
Gap between HOMO and LUMO ... 8.479 eV
ΔE to the lowest compared entry with this formula, charge and spin ... 0.0 kJ/mol

[6]
A 2-piece molecular cluster, C2H4OS overall at a distorted geometry. Source: the OMol25 dataset; level of theory: the ωB97M-V functional and the def2-TZVPD basis.

Geometry as XYZ:
```
8
Properties=species:S:1:pos:R:3:forces:R:3
H 2.3417 -0.9581 -0.3410 0.7 1.4 0.6
O 2.7982 -0.1713 0.0670 -0.6 -1.0 -0.9
C -0.8057 0.4759 -0.6632 -0.6 0.2 -1.7
H -2.9193 -0.1013 0.2765 -1.3 -0.2 -0.9
C -1.9389 0.2655 0.2515 2.4 0.7 1.1
H -1.6920 1.0119 1.0018 -0.6 -0.3 0.8
S -0.6247 -1.0159 0.0480 0.0 -0.4 0.7
H 2.8407 0.4932 -0.6406 -0.1 -0.4 0.3
```
Forces are in eV/Å.

Computed properties:
E_tot ... -551.88441 hartree
E_LUMO ... -0.24 eV
Gap between HOMO and LUMO ... 9.000 eV
ΔE to the lowest compared entry with this formula, charge and spin ... 378.8 kJ/mol